25
Properties=species:S:1:pos:R:3 method="wB97M-V/def2-TZVPD" homo_lumo_gap_ev=9.7 largest_force_ev_per_a=2.2 e_lumo_ev=0.51 e_homo_ha=-0.3365
C 0.385 -0.193 -2.264
C -1.032 0.397 -2.044
N -1.448 0.090 -0.698
C -1.276 0.840 0.323
N -0.499 1.988 0.351
H 0.651 -0.155 -3.300
H 0.404 -1.175 -1.779
H 1.185 0.294 -1.688
H -1.627 -0.310 -2.633
H -1.235 1.403 -2.492
H -1.631 0.366 1.209
H -0.465 2.558 1.169
H 0.302 1.951 -0.238
O 2.418 1.959 -0.678
H 3.332 1.683 -0.656
H 2.029 2.762 -1.025
O 3.437 0.247 1.014
H 3.111 -0.273 1.757
H 2.855 0.029 0.280
O -1.152 -1.944 2.956
H -1.490 -2.493 2.210
H -1.488 -1.084 2.665
O -1.733 -2.835 0.582
H -2.180 -2.140 0.069
H -2.280 -3.573 0.278



54
Properties=species:S:1:pos:R:3 method="wB97M-V/def2-TZVPD" homo_lumo_gap_ev=8.7 largest_force_ev_per_a=0.7 e_lumo_ev=0.63 e_homo_ha=-0.2951
C 3.014 -1.975 -2.073
O 1.978 -1.398 -1.315
C 1.595 -0.118 -1.612
C 2.147 0.675 -2.612
C 1.677 1.959 -2.806
C 0.656 2.485 -2.020
C 0.084 1.685 -1.027
C 0.564 0.400 -0.838
C -1.057 2.193 -0.203
S -0.542 2.379 1.573
C -2.031 1.732 2.395
C -2.287 0.261 2.087
O -3.396 -0.155 1.828
N -1.185 -0.505 2.152
C -1.177 -1.909 1.801
C 0.096 -2.582 2.311
C 0.197 -3.979 1.764
C -0.238 -5.072 2.500
C -0.166 -6.349 1.970
C 0.339 -6.544 0.697
C 0.771 -5.458 -0.046
C 0.699 -4.182 0.484
C -1.617 3.490 -0.770
C -0.520 4.422 -1.303
C 0.417 4.905 -0.193
C -1.154 5.619 -2.012
O 0.249 3.749 -2.303
H 3.159 -2.974 -1.665
H 3.946 -1.408 -1.975
H 2.744 -2.051 -3.131
H 2.941 0.310 -3.243
H 2.097 2.584 -3.579
H 0.127 -0.229 -0.081
H -1.843 1.435 -0.158
H -2.898 2.325 2.102
H -1.852 1.862 3.462
H -0.292 -0.047 2.282
H -1.240 -2.026 0.710
H -2.070 -2.371 2.231
H 0.091 -2.597 3.402
H 0.959 -2.001 1.974
H -0.633 -4.924 3.495
H -0.505 -7.193 2.553
H 0.397 -7.541 0.284
H 1.164 -5.606 -1.041
H 1.036 -3.334 -0.094
H -2.281 3.237 -1.602
H -2.204 4.016 -0.016
H -0.147 5.394 0.595
H 1.136 5.609 -0.607
H 0.966 4.070 0.237
H -0.375 6.239 -2.448
H -1.808 5.279 -2.812
H -1.729 6.212 -1.308



| no. | electronic energy (Eh) |
| --- | --- |
| 1 | -534.317803 |
| 2 | -1533.215374 |